{
  "formula": "C31H50P",
  "method": "ωB97M-V with the def2-TZVPD basis set",
  "elements": ["C", "C", "C", "P", "C", "C", "C", "C", "C", "C", "H", "H", "H", "H", "H", "H", "H", "H", "H", "H", "H", "H", "H", "H", "H", "H", "H", "H", "H", "H", "H", "C", "C", "C", "C", "C", "C", "C", "C", "C", "C", "C", "C", "C", "C", "C", "C", "C", "C", "C", "C", "C", "C", "H", "H", "H", "H", "H", "H", "H", "H", "H", "H", "H", "H", "H", "H", "H", "H", "H", "H", "H", "H", "H", "H", "H", "H", "H", "H", "H", "H", "H"],
  "xyz": [[3.0704, 1.0247, -4.3115], [2.4140, 1.3198, -2.9547], [3.3236, 2.2333, -2.1327], [1.8241, -0.1943, -2.0028], [0.7945, -0.9960, -3.3568], [-0.1233, -0.0301, -4.1200], [-0.0104, -2.1815, -2.8020], [3.3434, -1.3306, -2.0741], [3.0713, -2.6324, -1.3032], [4.6520, -0.6910, -1.5905], [3.3451, 1.9825, -4.7770], [3.9921, 0.4431, -4.1848], [2.4121, 0.4911, -5.0070], [1.4640, 1.8601, -3.1245], [3.4786, 3.1727, -2.6812], [2.8884, 2.4737, -1.1601], [4.3060, 1.7833, -1.9601], [1.5517, -1.3829, -4.0588], [-0.6948, -0.6164, -4.8528], [-0.8454, 0.4552, -3.4511], [0.4215, 0.7451, -4.6703], [-0.8536, -2.3941, -3.4719], [0.5992, -3.0931, -2.7389], [-0.4258, -1.9693, -1.8060], [3.4463, -1.5722, -3.1456], [4.0216, -3.1259, -1.0685], [2.5588, -2.4412, -0.3516], [2.4661, -3.3376, -1.8879], [5.4140, -1.4738, -1.4761], [5.0610, 0.0452, -2.2931], [4.5321, -0.2176, -0.6076], [-4.8610, -4.1896, 1.3179], [-4.4890, -2.7414, 1.3719], [-3.9245, -2.1184, 0.2601], [-3.5020, -0.7862, 0.3062], [-3.0189, -0.1380, -0.9633], [-3.5828, -0.0759, 1.5188], [-3.0452, 1.3356, 1.6693], [-4.0948, 2.3644, 1.2142], [-1.6636, 1.6835, 1.0306], [-0.6154, 0.6431, 1.0897], [0.6713, 0.8886, 1.6341], [1.1307, 0.1491, 2.7770], [0.1362, -0.5885, 3.6302], [2.4758, 0.1978, 3.1099], [3.3703, 1.0536, 2.4478], [4.8394, 1.0128, 2.7627], [2.8478, 1.9801, 1.5285], [1.5134, 1.9408, 1.1301], [0.9706, 2.9404, 0.1507], [-4.3227, -0.6374, 2.5831], [-4.7056, 0.1614, 3.8039], [-4.7258, -1.9690, 2.5144], [-5.2995, -4.5095, 2.2678], [-5.5801, -4.4045, 0.5167], [-3.9821, -4.8199, 1.1258], [-3.7990, -2.6780, -0.6688], [-3.6409, 0.7224, -1.2571], [-1.9773, 0.2024, -0.8808], [-3.0483, -0.8507, -1.8005], [-2.8813, 1.4886, 2.7481], [-5.0610, 2.1710, 1.6965], [-3.7792, 3.3873, 1.4735], [-4.2331, 2.3068, 0.1229], [-1.7771, 2.0588, -0.0070], [-1.3003, 2.5595, 1.5972], [-0.9458, -0.3876, 0.9618], [0.6465, -1.1461, 4.4260], [-0.5542, 0.1147, 4.1264], [-0.4850, -1.2799, 3.0441], [2.8405, -0.4443, 3.9188], [5.4031, 1.6160, 2.0447], [5.0569, 1.3851, 3.7749], [5.2342, -0.0096, 2.7142], [3.5144, 2.7493, 1.1231], [1.6957, 3.7364, -0.0586], [0.6809, 2.4579, -0.7965], [0.0728, 3.4474, 0.5255], [-5.3254, -0.4591, 4.4625], [-3.8419, 0.4883, 4.4010], [-5.2984, 1.0564, 3.5642], [-5.2377, -2.4157, 3.3693]],
  "forces_ev_per_a": [[-0.0068, 0.1990, 0.0021], [-0.1726, -0.2551, -0.0461], [0.0869, 0.1685, 0.0375], [0.4310, 0.1185, -0.4495], [0.3939, -0.0764, -0.0297], [-0.0306, -0.1213, 0.0416], [-0.0609, -0.1474, -0.0745], [-0.2801, 0.0690, -0.3021], [-0.0423, -0.0981, -0.0369], [0.0825, -0.0800, 0.0377], [-0.0198, -0.2642, -0.0031], [-0.1963, 0.1198, -0.0730], [0.2349, 0.0900, 0.1888], [0.3247, -0.0759, -0.0160], [-0.0028, -0.1424, 0.1575], [0.2214, -0.1015, -0.2738], [-0.2599, 0.2196, -0.0579], [-0.3779, 0.0437, 0.0139], [0.0686, 0.2029, 0.1395], [0.0779, -0.0299, -0.0607], [-0.1951, -0.1786, 0.1924], [0.1513, -0.0625, 0.1317], [-0.2595, 0.2928, 0.0761], [0.0903, -0.0406, -0.1871], [0.1427, -0.0054, 0.3299], [-0.1726, -0.0034, -0.0756], [0.0613, -0.0268, -0.1257], [0.1513, 0.2143, 0.2513], [-0.1624, 0.1309, -0.0387], [-0.1825, -0.2277, 0.2301], [0.0090, 0.0104, -0.1199], [-0.1036, -0.4581, 0.0524], [0.0342, 0.3488, 0.0392], [0.0693, 0.2210, 0.1642], [-0.0267, -0.2540, 0.2612], [0.2782, -0.1128, -0.4679], [-0.4161, -0.2180, -0.2533], [-0.3184, -0.2419, 0.2684], [0.2020, 0.2823, -0.1775], [0.2516, 1.1452, -0.6626], [0.1280, 0.4437, 1.7343], [-0.0238, 0.2657, 0.1035], [0.4507, -0.7980, -0.5526], [0.0814, -0.1367, 0.1928], [-0.2806, -0.0113, 0.1370], [-0.2478, -0.0656, 0.0059], [0.1744, 0.1217, -0.0813], [-0.2661, -0.0088, -0.0786], [-0.0578, 0.2732, 0.3338], [-0.1392, 0.4097, -0.2514], [0.4228, 0.0183, -0.0556], [-0.0516, -0.0049, 0.4365], [0.0693, -0.1363, -0.4320], [0.0323, -0.0125, -0.1825], [0.1158, 0.1264, 0.1785], [-0.1519, 0.1665, 0.0640], [-0.0874, 0.1207, 0.2009], [0.2443, -0.2278, 0.1683], [-0.2977, -0.1008, -0.2874], [-0.0191, 0.1809, 0.2962], [-0.0593, -0.0434, -0.3158], [0.3001, 0.0325, -0.1490], [-0.1244, -0.2541, -0.1260], [-0.0293, 0.0662, 0.3947], [-0.1827, -0.2672, 0.3145], [-0.0998, -0.3600, -0.3215], [0.0423, -0.0384, 0.2304], [-0.1668, 0.0567, -0.2982], [0.2635, -0.1579, -0.2448], [0.0838, 0.0748, 0.0451], [-0.1393, 0.3259, -0.2075], [-0.0810, -0.0506, 0.1827], [-0.1779, -0.0530, -0.2539], [-0.2221, 0.1326, 0.0143], [-0.3091, -0.3429, 0.0281], [-0.1191, -0.3499, 0.0165], [0.1824, 0.1267, 0.2039], [0.3285, -0.1732, 0.0406], [0.1535, 0.1689, -0.1362], [-0.1419, -0.0435, -0.1710], [0.2281, -0.2484, -0.0154], [0.0980, 0.1190, -0.2455]],
  "e_lumo_ev": -5.40,
  "gap_ha": 0.2019,
  "total_charge": 1
}

=====

{
  "formula": "C46H42FN5O3PSSiV",
  "method": "ωB97M-V with the def2-TZVPD basis set",
  "elements": ["V", "C", "Si", "C", "C", "N", "C", "C", "C", "C", "C", "C", "F", "H", "H", "H", "H", "H", "H", "H", "H", "H", "H", "H", "H", "H", "N", "C", "C", "C", "C", "C", "C", "P", "C", "C", "C", "C", "C", "C", "C", "C", "C", "C", "C", "C", "H", "H", "H", "H", "H", "H", "H", "H", "H", "H", "H", "H", "H", "H", "H", "H", "C", "C", "C", "C", "C", "C", "N", "N", "C", "C", "C", "C", "C", "C", "H", "H", "H", "H", "H", "H", "H", "H", "H", "O", "S", "O", "N", "C", "O", "C", "C", "C", "C", "C", "C", "H", "H", "H", "H"],
  "xyz": [[0.0233, 0.9815, -0.7946], [-0.1385, 5.1554, 0.7053], [0.6983, 3.5560, 1.2199], [0.9809, 3.5337, 3.0921], [2.4174, 3.6046, 0.4690], [-0.2887, 2.1829, 0.6907], [-1.5762, 2.1087, 1.2377], [-1.9997, 2.7953, 2.3906], [-3.3044, 2.7513, 2.8539], [-4.2685, 1.9975, 2.2018], [-3.8912, 1.2750, 1.0823], [-2.5889, 1.3457, 0.6535], [-2.2667, 0.5973, -0.4576], [0.2747, 6.0028, 1.2546], [-1.2162, 5.1449, 0.8610], [0.0386, 5.3258, -0.3584], [2.0123, 3.8126, 3.3114], [0.7993, 2.5547, 3.5364], [0.3441, 4.2512, 3.6096], [2.6812, 4.6619, 0.4094], [2.5105, 3.2029, -0.5321], [3.1628, 3.1188, 1.0987], [-1.2802, 3.3765, 2.9413], [-3.5619, 3.3145, 3.7404], [-5.2863, 1.9600, 2.5598], [-4.5857, 0.6485, 0.5409], [2.2769, 0.4945, 1.8777], [2.2262, -0.5796, 2.7436], [3.2989, -0.8225, 3.6141], [3.2765, -1.8898, 4.4862], [2.1785, -2.7463, 4.5221], [1.1265, -2.5161, 3.6575], [1.1335, -1.4537, 2.7507], [-0.2256, -1.2439, 1.5389], [-1.6833, -1.6652, 2.5807], [-2.1481, -0.6912, 3.4604], [-3.2079, -0.9515, 4.3137], [-3.8307, -2.1910, 4.2899], [-3.3773, -3.1676, 3.4158], [-2.3087, -2.9096, 2.5690], [-0.0720, -2.7411, 0.4987], [-1.1084, -3.0021, -0.4011], [-1.0603, -4.1074, -1.2318], [0.0421, -4.9526, -1.1992], [1.0858, -4.6859, -0.3297], [1.0285, -3.5894, 0.5220], [2.9993, 1.1755, 2.0277], [1.3934, 0.8716, 1.5484], [4.1466, -0.1485, 3.5969], [4.1148, -2.0522, 5.1509], [2.1465, -3.5792, 5.2102], [0.2760, -3.1858, 3.6742], [-1.6705, 0.2810, 3.4882], [-3.5538, -0.1784, 4.9875], [-4.6639, -2.3951, 4.9494], [-3.8499, -4.1409, 3.3960], [-1.9658, -3.6886, 1.9012], [-1.9645, -2.3356, -0.4420], [-1.8752, -4.3011, -1.9182], [0.0959, -5.7991, -1.8679], [1.9523, -5.3320, -0.3126], [1.8424, -3.3996, 1.2111], [5.1947, -1.0429, -1.0323], [5.3124, 0.1648, -1.7144], [4.1978, 0.9477, -1.9461], [2.9546, 0.5186, -1.4895], [2.8358, -0.6743, -0.7978], [3.9546, -1.4584, -0.5752], [1.7638, 1.2883, -1.6868], [1.8320, 2.1475, -2.6057], [0.6458, 2.8649, -2.7889], [0.6372, 3.9128, -3.7105], [-0.5319, 4.6239, -3.8857], [-1.6674, 4.2788, -3.1510], [-1.6411, 3.2268, -2.2439], [-0.4757, 2.4945, -2.0414], [6.0680, -1.6572, -0.8625], [6.2787, 0.4957, -2.0684], [4.2747, 1.8850, -2.4769], [1.8637, -1.0248, -0.4633], [3.8471, -2.4006, -0.0567], [1.5372, 4.1446, -4.2640], [-0.5712, 5.4414, -4.5923], [-2.5816, 4.8423, -3.2900], [-2.5427, 2.9922, -1.6875], [1.6219, -2.1033, -5.5362], [0.9154, -2.7246, -4.4571], [1.1995, -4.0904, -4.1352], [1.0514, -1.7751, -3.1082], [-0.0785, -1.2343, -2.8305], [-0.2590, -0.3969, -1.8744], [-1.2375, -1.5993, -3.6852], [-2.5562, -1.1981, -3.5811], [-3.4634, -1.7257, -4.4927], [-3.0521, -2.6258, -5.4721], [-1.7210, -3.0197, -5.5736], [-0.8354, -2.4834, -4.6652], [-2.8618, -0.4977, -2.8149], [-4.5034, -1.4342, -4.4429], [-3.7784, -3.0269, -6.1660], [-1.3933, -3.7158, -6.3316]],
  "forces_ev_per_a": [[-1.2907, 1.2694, 1.5301], [0.0162, -0.1339, -0.0016], [-0.1412, 0.2149, -0.0623], [0.0637, 0.0600, -0.0522], [-0.0991, -0.1644, 0.0113], [0.2297, 0.4837, 1.0186], [-0.0214, 0.0497, 0.1343], [-0.0372, 0.0295, -0.0569], [-0.0103, -0.0579, -0.0287], [0.0501, 0.0161, 0.0410], [0.0098, -0.0295, 0.0228], [-0.1478, -0.0252, 0.0926], [0.4177, 0.1382, 0.0002], [0.0435, 0.0398, 0.0239], [-0.0752, -0.0242, 0.0465], [-0.0117, 0.0021, -0.0674], [0.0808, -0.0017, 0.0021], [0.0240, -0.0795, -0.0070], [0.0105, 0.0725, 0.0453], [0.0560, 0.0772, 0.0690], [0.0005, 0.0422, -0.0697], [0.0403, -0.0144, -0.0093], [-0.1027, 0.0563, -0.0180], [-0.0204, 0.0166, 0.0326], [-0.0431, -0.0068, 0.0143], [-0.0310, -0.0312, -0.0291], [-0.1721, 0.0170, 0.0112], [0.0656, 0.2259, 0.0003], [0.0151, 0.0089, -0.0224], [-0.0578, -0.0055, -0.0425], [0.0014, 0.0245, -0.0172], [0.0151, -0.0259, 0.0004], [-0.1786, -0.1202, -0.0523], [0.0403, -0.2912, -0.0044], [0.0641, 0.0065, -0.0594], [0.0476, 0.0687, 0.0389], [-0.0173, 0.0255, -0.0170], [0.0047, -0.0126, -0.0122], [-0.0283, 0.0094, 0.0421], [0.0067, -0.0133, -0.0293], [-0.0401, 0.0577, 0.0307], [0.0026, 0.0093, 0.0037], [0.0007, 0.0194, -0.0129], [0.0220, 0.0387, -0.0099], [-0.0240, -0.0006, -0.0200], [-0.0042, 0.0073, 0.0027], [0.0263, 0.0135, 0.0524], [0.1879, -0.0060, 0.2098], [0.0326, 0.0168, 0.0044], [0.0187, 0.0003, 0.0109], [0.0103, -0.0101, 0.0195], [-0.0612, -0.0063, -0.0197], [-0.0078, 0.0492, -0.0291], [0.0016, 0.0036, 0.0145], [-0.0071, -0.0029, 0.0102], [-0.0144, -0.0151, -0.0043], [0.0157, 0.0089, 0.0103], [0.0045, 0.0051, -0.0065], [-0.0071, -0.0013, -0.0236], [0.0083, -0.0227, -0.0381], [0.0429, -0.0294, -0.0025], [-0.0016, -0.0082, -0.0073], [-0.0586, 0.0723, -0.0072], [0.0177, -0.0640, 0.0425], [-0.1013, 0.0747, -0.0168], [0.0877, 0.0111, 0.1082], [-0.1017, -0.1459, -0.0117], [0.0048, -0.0112, -0.0399], [1.2093, 0.4045, -0.7253], [0.1788, -0.1753, 0.0126], [-0.1650, 0.0814, 0.0283], [0.1099, -0.0841, 0.0417], [-0.0925, 0.0092, 0.0137], [0.0455, 0.0056, -0.0036], [-0.0202, -0.0100, -0.0293], [0.1007, 0.1562, -0.3476], [0.0353, -0.0144, 0.0045], [0.0319, 0.0048, -0.0143], [0.0014, 0.0181, -0.0130], [0.1483, 0.0270, -0.0748], [0.0096, -0.0383, 0.0258], [0.0228, 0.0141, -0.0263], [-0.0031, 0.0203, -0.0067], [-0.0171, 0.0103, -0.0115], [-0.0023, -0.0046, 0.0057], [-0.0058, -0.0204, -0.0583], [0.0545, 0.0504, 0.0350], [-0.0467, -0.0847, 0.0357], [0.3010, -0.2196, -0.1519], [-0.0879, 0.1271, -0.2993], [-0.6311, -2.1342, -1.1362], [-0.0576, -0.0702, -0.0586], [0.0092, -0.0084, -0.0214], [0.0246, -0.0081, -0.0182], [0.0270, -0.0151, 0.0113], [0.0115, 0.0201, 0.0009], [-0.0153, -0.0161, 0.0337], [0.0059, 0.0046, 0.0194], [-0.0326, 0.0021, 0.0004], [-0.0192, 0.0035, -0.0125], [-0.0035, -0.0371, -0.0485]],
  "spin_multiplicity": 3,
  "s_squared": 2.03,
  "e_lumo_ev": [-0.71, -1.00],
  "gap_ha": [0.2658, 0.2564],
  "total_charge": 0
}

=====

{
  "formula": "C3H4O2",
  "method": "ωB97M-V with the def2-TZVPD basis set",
  "elements": ["C", "C", "C", "O", "O", "H", "H", "H", "H"],
  "xyz": [[2.0992, -0.4970, -0.1950], [-0.2913, 0.3520, 0.6951], [-1.1147, 0.0937, -0.5270], [0.5458, 1.1960, 0.7670], [2.8622, -0.3989, 0.6341], [-0.3711, -0.5490, 1.2652], [-1.5347, 0.9795, -1.0032], [-1.8598, -0.7174, -0.4218], [-0.3355, -0.4588, -1.2144]],
  "forces_ev_per_a": [[1.2117, -0.2890, 0.4008], [-0.7260, -0.9862, -2.2906], [0.5558, -1.2004, -1.5831], [-0.0267, 1.1691, 0.9728], [-0.4388, -0.1411, -0.6468], [0.3800, -0.5226, 1.9629], [0.2133, -0.1403, -0.1692], [0.0430, 0.7159, 0.4210], [-1.2122, 1.3945, 0.9321]],
  "e_lumo_ev": 0.76,
  "gap_ha": 0.3989,
  "total_charge": 0
}

=====

Taking the records one at a time from the top gives max |F| values of 1.79 2.50 2.60 eV Å⁻¹.
Taking the records one at a time from the top gives relative energy (zero: lowest compared OMol25 entry of this formula, charge and spin) values of 2.021 0.879 1.368 eV.